#P
This record from OMol25 describes C2H6O2 as an isolated structure. The level of theory is ωB97M-V/def2-TZVPD.

```
10
C2H6O2 ωB97M-V/def2-TZVPD
C 1.610 -0.029 0.226
C -0.651 0.538 0.048
H 1.470 -0.664 1.190
H 2.653 -0.767 -0.246
H 1.947 0.807 0.378
H -0.223 0.839 1.195
H -0.986 1.243 -0.513
H -1.395 -0.980 0.623
O 0.548 -0.118 -0.581
O -1.700 -0.323 0.048
```

Kohn-Sham gap	11.11	eV
HOMO energy	-10.2250	eV

#Q
This record from OMol25 describes a 2-piece molecular cluster, C2H6O2 overall. The level of theory is ωB97M-V/def2-TZVPD.

```
10
C2H6O2 ωB97M-V/def2-TZVPD
C -1.597 0.152 -0.775
H -1.364 0.039 -1.837
H -1.988 1.161 -0.648
H -0.698 -0.042 -0.215
H -2.414 -0.546 -0.623
O 1.978 0.356 -0.311
C 1.403 0.170 0.714
O 1.678 -0.834 1.563
H 0.708 0.919 1.095
H 2.296 -1.376 1.038
```

Kohn-Sham gap	11.91	eV
SMILES	O=CO.C
HOMO energy	-11.0620	eV

#Q comes first in stability; the runner-up is 3.386 eV higher.

#P
This record from OMol25 describes a single C2H6O2 molecule. The level of theory is ωB97M-V/def2-TZVPD.

```
10
C2H6O2 ωB97M-V/def2-TZVPD
C -0.577 0.359 -0.400
C 0.817 0.339 0.177
H -1.733 -0.689 0.839
H -0.509 0.294 -1.442
H -1.266 1.161 -0.202
H 0.662 0.235 1.381
H 1.468 1.250 0.137
H 0.809 -1.365 -0.237
O -1.230 -0.811 -0.006
O 1.560 -0.773 -0.246
```

Kohn-Sham gap	10.88	eV
SMILES	OCCO
HOMO energy	-10.0713	eV

#Q
This record from OMol25 describes a 2-piece molecular cluster, C2H6O2 overall. The level of theory is ωB97M-V/def2-TZVPD.

```
10
C2H6O2 ωB97M-V/def2-TZVPD
C -1.507 0.372 -2.511
H -2.044 1.190 -2.016
H -0.841 0.818 -3.247
H -2.187 -0.364 -2.918
H -0.888 -0.012 -1.698
O 1.245 0.076 0.118
C 0.771 -0.567 1.008
O -0.035 -0.014 1.927
H 0.832 -1.658 1.005
H -0.333 0.806 1.560
```

Kohn-Sham gap	11.84	eV
SMILES	O=CO.C
HOMO energy	-11.0450	eV

#Q comes first in stability; the runner-up is 0.987 eV higher.

#P
This record from OMol25 describes an isolated ion of composition C2H5BrN and charge +1. The level of theory is ωB97M-V/def2-TZVPD.

```
9
C2H5BrN ωB97M-V/def2-TZVPD
C -0.739 -0.190 -1.076
C 0.819 0.281 0.930
N -0.512 -0.053 0.187
Br 2.148 0.203 -0.501
H -0.018 -0.601 -1.730
H -1.820 -0.127 -1.440
H 1.281 -0.443 1.578
H -1.417 -0.043 0.703
H 0.256 0.973 1.349
```

Kohn-Sham gap	9.85	eV
SMILES	C=[NH+]CBr
HOMO energy	-15.4861	eV
total charge	+1

#Q
This record from OMol25 describes an isolated ion of composition C2H5BrN and charge +1. The level of theory is ωB97M-V/def2-TZVPD.

```
9
C2H5BrN ωB97M-V/def2-TZVPD
C -1.389 -0.271 -0.468
C 0.861 0.572 0.664
N -0.161 -0.299 -0.207
Br 2.576 0.033 -0.323
H -2.066 0.452 0.078
H -1.665 -0.911 -1.203
H 1.395 0.061 1.480
H 0.483 -1.030 -0.581
H -0.033 1.393 0.560
```

Kohn-Sham gap	9.60	eV
SMILES	C=[NH+]CBr
HOMO energy	-15.3543	eV
total charge	+1

#P comes first in stability; the runner-up is 0.928 eV higher.

#P
This record from OMol25 describes a 2-piece molecular cluster, CH4S3 overall. The level of theory is ωB97M-V/def2-TZVPD.

```
8
CH4S3 ωB97M-V/def2-TZVPD
C -0.984 -0.487 0.892
S 2.272 1.017 0.103
S -2.331 0.703 0.952
S -3.408 0.306 -0.565
H -0.994 -0.979 -0.088
H -1.216 -1.354 1.502
H -0.112 0.078 1.360
H 1.235 1.843 -0.091
```

Kohn-Sham gap (spin up / spin down)	7.63 / 5.77	eV
HOMO energy (spin up / spin down)	-9.1033 / -8.4709	eV

#Q
This record from OMol25 describes a 2-piece molecular cluster, CH4S3 overall. The level of theory is ωB97M-V/def2-TZVPD.

```
8
CH4S3 ωB97M-V/def2-TZVPD
C -0.219 -0.936 0.134
S -0.448 2.443 0.128
S 0.382 0.031 -1.303
S 2.187 -0.223 -1.670
H 0.754 -1.029 0.723
H -0.626 -1.952 -0.091
H -0.911 -0.425 0.872
H -1.118 2.091 1.208
```

Kohn-Sham gap (spin up / spin down)	6.57 / 7.57	eV
HOMO energy (spin up / spin down)	-8.6983 / -9.2912	eV

#Q comes first in stability; the runner-up is 0.086 eV higher.

#P
This record from OMol25 describes a 2-piece molecular cluster, C4H8B2 overall. The level of theory is ωB97M-V/def2-TZVPD.

```
14
C4H8B2 ωB97M-V/def2-TZVPD
B 0.952 1.579 0.624
B -0.792 -1.386 -0.932
C -1.367 -0.943 1.510
C 1.860 0.943 -1.852
C -0.801 -0.558 0.367
C 1.462 1.212 -0.745
H 1.468 1.131 1.577
H 0.225 2.494 0.739
H -1.056 -2.526 -0.879
H -0.540 -0.887 -1.958
H -1.867 -1.897 1.606
H -1.374 -0.315 2.390
H -0.358 0.441 0.378
H 2.187 0.713 -2.825
```

Kohn-Sham gap	9.81	eV
SMILES	BC#C.BC=C
HOMO energy	-10.1170	eV

#Q
This record from OMol25 describes a 2-piece molecular cluster, C4H8B2 overall. The level of theory is ωB97M-V/def2-TZVPD.

```
14
C4H8B2 ωB97M-V/def2-TZVPD
B 0.363 1.158 0.978
B 1.656 -0.188 1.044
C 0.584 -0.256 -2.035
C -2.170 -0.735 0.458
C -0.319 -0.199 -1.093
C -1.087 -0.164 -0.036
H -0.269 1.672 1.803
H 0.602 1.779 0.028
H 2.678 -0.140 0.516
H 1.294 -0.908 1.824
H 0.343 -0.243 -3.003
H 1.632 -0.069 -1.875
H -2.357 -0.452 1.520
H -2.949 -1.254 -0.130
```

Kohn-Sham gap	7.72	eV
SMILES	C=C=C=C.BB
HOMO energy	-8.6389	eV

#P comes first in stability; the runner-up is 2.659 eV higher.

#P
This record from OMol25 describes a 2-piece molecular cluster, C2H9NSi overall. The level of theory is ωB97M-V/def2-TZVPD.

```
13
C2H9NSi ωB97M-V/def2-TZVPD
C -1.180 1.028 -0.911
C -0.862 -0.109 0.008
N 0.456 -0.436 -0.155
Si 1.448 -1.199 1.014
H -0.080 1.601 -0.715
H -1.322 0.696 -1.986
H -2.023 1.733 -0.748
H -1.277 -0.058 0.965
H -1.513 -0.782 -0.534
H 0.956 1.793 -0.894
H 0.876 -1.284 2.412
H 2.759 -0.417 1.032
H 1.763 -2.567 0.512
```

Kohn-Sham gap (spin up / spin down)	7.39 / 9.05	eV
HOMO energy (spin up / spin down)	-8.4434 / -9.5067	eV

#Q
This record from OMol25 describes a single C2H9NSi molecule. The level of theory is ωB97M-V/def2-TZVPD.

```
13
C2H9NSi ωB97M-V/def2-TZVPD
C 2.413 0.020 -0.004
C -2.259 0.376 0.018
N 0.695 0.636 -0.102
Si -0.580 -0.514 0.074
H 2.255 -0.913 -0.662
H 2.891 0.836 -0.351
H 2.517 -0.160 1.107
H -3.180 -0.159 -0.265
H -2.481 0.873 0.960
H -1.879 1.204 -0.670
H 0.445 1.195 0.800
H -0.310 -1.407 1.385
H -0.543 -1.610 -0.897
```

Kohn-Sham gap	10.36	eV
SMILES	CN[SiH2]C
HOMO energy	-9.3059	eV

#Q comes first in stability; the runner-up is 4.093 eV higher.